Entry 1:
ORCA calculation (ωB97M-V/def2-TZVPD) on C16H31MnNP2Se as an isolated structure in a non-equilibrium geometry.

The geometry in XYZ format:
```
52
Properties=species:S:1:pos:R:3:forces:R:3
P -3.29797 -0.94547 -4.59584 1.73 -0.93 -0.55
P 0.22504 -1.44677 -5.73743 0.56 1.14 0.22
C -2.51872 -1.05689 -6.24185 -0.36 -0.13 -0.31
C -1.34419 -2.03078 -6.45564 0.41 -0.27 -0.83
H -2.21586 -0.02183 -6.48825 -0.24 -0.40 -0.13
H -3.35213 -1.38361 -6.88952 0.29 0.41 -0.09
H -1.54949 -3.04795 -6.08153 0.01 0.42 -0.17
H -1.08649 -2.08757 -7.52290 -0.79 -0.30 -0.07
C 0.94714 -0.25304 -6.92440 0.05 -0.58 -1.17
H 1.88477 0.15821 -6.50119 -0.50 -0.28 -0.18
H 0.24884 0.58743 -7.11549 0.37 -0.48 0.06
H 1.15764 -0.80038 -7.86806 0.12 0.71 0.16
C 1.34634 -2.87236 -5.75726 0.17 -0.27 -0.70
H 1.78178 -2.92784 -6.76432 0.12 -0.39 0.26
H 0.81029 -3.80214 -5.52157 0.17 0.28 -0.11
H 2.14304 -2.72624 -5.01197 -0.30 0.02 -0.29
C -4.68320 0.15990 -4.78091 -0.81 0.50 -0.54
H -5.15904 0.41200 -3.83036 0.19 -0.21 0.04
H -5.43490 -0.32479 -5.41415 0.04 0.19 0.04
H -4.38361 1.09938 -5.25238 0.06 -0.10 0.00
C -3.98017 -2.58688 -4.26176 -0.42 -0.08 0.02
H -3.20184 -3.35111 -4.41187 -0.31 0.41 0.11
H -4.82987 -2.77526 -4.93697 0.08 0.05 -0.02
H -4.32289 -2.65213 -3.21642 0.23 0.10 -0.44
Mn -2.16452 0.78241 -0.04087 1.16 -0.75 0.85
C 1.51270 -1.31325 -2.72316 0.77 0.37 -0.82
C 1.40910 -0.09871 -3.31179 -1.02 -0.49 1.24
C 0.19600 0.71421 -3.75042 0.55 1.28 -0.05
C -1.15163 0.67674 -3.02346 -0.70 -0.10 -1.01
C -2.17123 -0.53813 -3.27511 0.21 1.15 2.38
C -1.79378 -1.85115 -2.74295 -2.20 0.43 1.22
C -0.65950 -2.54725 -3.24202 1.53 -0.20 -0.24
C 0.54802 -2.35628 -2.26117 -0.70 -0.71 -0.88
C -3.06615 -0.00586 1.66595 -0.12 -0.09 -1.06
H 2.52794 -1.73326 -2.71762 0.02 0.79 0.65
H 2.30161 0.50926 -3.24818 0.40 -0.22 -0.75
H 0.02526 0.60811 -4.85026 0.00 -0.04 1.14
H 0.54291 1.76630 -3.71506 -0.21 -0.24 0.40
H -0.96937 0.77467 -1.91486 -0.08 -0.52 -0.86
H -1.66535 1.58858 -3.33100 -0.16 0.40 -0.04
H -3.02569 -0.17617 -2.65153 0.18 -0.23 0.37
H -2.19533 -2.07753 -1.75006 0.03 -0.04 -0.06
H -0.38262 -1.94754 -4.17008 -0.37 -1.20 1.71
H -0.79128 -3.61431 -3.56736 0.13 0.31 0.43
H 0.13127 -2.13994 -1.26533 0.32 0.04 -0.26
H 1.09613 -3.29003 -2.19570 0.28 -0.25 0.22
H -2.35448 -0.77873 1.99166 -0.25 0.21 -0.13
H -4.02242 -0.43354 1.36843 -0.11 -0.15 0.46
H -3.17791 0.75136 2.42605 -0.14 0.17 0.28
Se 2.58789 0.67932 1.47820 0.10 -0.03 0.08
C 0.92349 0.71192 0.92274 -0.97 0.08 -0.53
N -0.18808 0.74349 0.51901 0.50 0.23 -0.03
```
Forces are in eV/Å.

The total charge is 0. The HOMO-LUMO gap (alpha / beta) comes out at 4.77 / 4.15 eV. Its spin multiplicity is 6. The value obtained for the energy above the lowest of the compared OMol25 structures with the same formula, charge and spin is 59.7 kcal/mol.



Entry 2:
ORCA calculation (ωB97M-V/def2-TZVPD) on C16H31N6OPdSSi as an isolated structure in a non-equilibrium geometry.

The geometry in XYZ format:
```
57
Properties=species:S:1:pos:R:3:forces:R:3
Pd -0.14811 0.75716 0.19293 2.73 -0.83 0.46
C 3.38270 -0.49921 -0.63351 -0.01 0.07 -0.05
C 3.00202 0.94595 -0.75839 -0.16 -0.30 -0.01
C 3.89992 1.89311 -1.19980 0.03 0.16 -0.05
C 3.51381 3.23431 -1.27334 0.03 -0.04 0.03
C 2.25503 3.62308 -0.87763 0.07 0.11 -0.09
C 1.39702 2.62360 -0.42144 -0.27 0.41 0.30
N 1.76086 1.33215 -0.41155 -0.69 -0.05 0.34
N 0.13617 2.75499 0.08720 -0.72 -0.30 -0.06
Si -0.26992 3.81465 1.44957 -0.01 -0.25 -0.13
C -1.68131 2.99815 2.35428 -0.14 0.08 -0.01
C 1.20363 3.93310 2.57666 0.13 0.05 0.02
C -0.74811 5.48012 0.78790 0.00 0.16 0.01
H 4.39481 -0.58665 -0.24134 0.01 0.02 -0.04
H 3.36220 -0.98976 -1.60947 -0.04 0.00 0.01
H 2.70727 -1.01415 0.03938 0.08 -0.01 0.04
H 4.89696 1.58734 -1.48332 0.00 0.00 0.03
H 4.22006 3.97396 -1.62850 -0.01 -0.01 -0.01
H 1.91782 4.64955 -0.92255 0.04 -0.02 0.03
H -1.49104 1.93489 2.50436 -0.04 -0.06 0.02
H -2.62731 3.11626 1.81697 0.04 -0.03 0.05
H -1.80911 3.44741 3.34310 0.01 0.03 -0.07
H 1.52351 2.93873 2.90000 -0.01 0.04 0.02
H 0.96299 4.51800 3.46847 0.03 -0.02 -0.03
H 2.05085 4.41530 2.08108 -0.02 -0.03 0.05
H -1.53519 5.39810 0.03529 0.03 0.01 0.02
H 0.11244 5.97597 0.33059 -0.07 0.01 -0.01
H -1.10849 6.12661 1.59369 0.02 -0.01 -0.05
C -4.53734 1.13480 0.00320 0.01 -0.24 0.26
S -2.79271 1.14132 -0.37126 -0.83 0.22 -0.24
C -2.91334 0.35185 -1.97086 0.11 -0.13 0.07
O -2.17431 0.08077 0.55938 0.43 1.02 -0.28
H -4.88317 0.09996 0.01374 -0.07 0.07 -0.02
H -5.06007 1.72443 -0.74876 0.03 -0.01 0.01
H -4.66384 1.58403 0.98668 -0.02 -0.01 -0.02
H -3.59939 0.91540 -2.60163 0.03 0.02 0.03
H -3.27145 -0.66437 -1.80232 -0.02 0.02 -0.08
H -1.91826 0.33777 -2.40814 0.02 -0.03 -0.02
C -0.07004 -5.57715 1.41756 0.01 -0.03 -0.02
C 0.01507 -5.67808 -0.10345 -0.08 0.12 0.05
C -1.33404 -5.39355 -0.75977 0.03 -0.06 -0.04
C 1.11854 -4.77665 -0.66833 -0.13 -0.08 0.13
N 0.73301 -3.35936 -0.71222 0.23 -0.11 0.05
C 0.29827 -2.62967 -1.74532 -0.07 0.11 0.04
N 0.07131 -1.40221 -1.33248 0.26 -0.90 -0.11
N 0.39331 -1.42841 -0.02050 -0.98 0.62 -0.49
N 0.78203 -2.58078 0.37007 -0.07 0.02 -0.10
H -0.87330 -6.21064 1.79460 0.01 0.01 -0.01
H -0.27023 -4.55270 1.73698 -0.02 -0.03 0.00
H 0.86082 -5.90186 1.88600 -0.02 0.03 0.00
H 0.32003 -6.69405 -0.36717 0.02 -0.01 -0.01
H -1.74210 -4.43620 -0.42362 0.01 -0.02 -0.03
H -2.05130 -6.16753 -0.48752 0.00 0.04 0.00
H -1.26288 -5.38098 -1.85174 -0.02 0.00 0.05
H 1.36480 -5.06359 -1.68868 -0.01 0.08 -0.06
H 2.01735 -4.84756 -0.06024 0.07 0.06 -0.02
H 0.16174 -3.00774 -2.74482 0.02 0.01 0.04
```
Forces are in eV/Å.

The total charge is +1. The HOMO-LUMO gap (alpha / beta) comes out at 7.47 / 7.47 eV. Its spin multiplicity is 1. The value obtained for the energy above the lowest of the compared OMol25 structures with the same formula, charge and spin is 5.2 kcal/mol.



Entry 3:
ORCA calculation (ωB97M-V/def2-TZVPD) on a 3-piece molecular cluster, C16H31NO12S overall in a non-equilibrium geometry.

The geometry in XYZ format:
```
61
Properties=species:S:1:pos:R:3:forces:R:3
C 4.25112 -3.44976 0.19005 -0.76 0.00 -0.37
C 3.37095 -2.24244 0.54362 0.66 -0.56 1.13
O 3.93371 -0.99798 0.15114 -0.93 -0.33 -0.56
C 3.03586 -0.22302 -0.64024 0.77 0.86 -0.19
C 2.10464 0.67961 0.18721 0.59 -1.22 0.49
C 0.96048 0.00613 0.96441 0.60 2.94 -0.18
O 1.32270 -0.61358 2.21560 -1.45 -1.70 -2.42
C 0.41396 -1.66479 2.32780 2.21 2.25 -2.00
O 0.21522 -2.13209 3.34789 -1.24 -2.57 3.54
O -0.12801 -2.04454 1.12498 0.58 -0.02 -0.70
C -0.13065 -0.87563 0.32514 -1.60 1.18 1.85
N -1.39781 -0.21600 0.71443 0.51 -0.24 -0.46
S -0.29238 -1.06947 -1.50318 -0.29 -1.40 -2.73
C 0.42003 -2.68113 -1.94305 -0.18 0.09 0.42
O -1.68408 -1.18217 -1.85021 -0.64 -0.71 1.24
O 0.29303 0.00633 -2.25362 1.35 0.34 1.02
H 5.31666 -3.27690 0.34901 -0.18 0.07 0.06
H 4.06731 -3.75285 -0.84997 0.34 0.15 0.11
H 3.90126 -4.28898 0.80568 0.28 0.11 -0.04
H 3.26570 -2.22209 1.63967 -0.06 0.05 -0.22
H 2.36457 -2.42728 0.14245 0.14 0.32 -0.13
H 2.52887 -0.85448 -1.37691 -0.09 0.07 0.21
H 3.68414 0.45073 -1.21830 -0.17 -0.15 0.04
H 1.69380 1.51228 -0.38995 -0.06 -0.39 -0.21
H 2.74545 1.15157 0.94687 -0.20 -0.10 -0.06
H 0.38572 0.87701 1.31167 0.02 -0.16 -0.27
H -1.59732 0.51190 0.02758 -0.33 0.01 0.29
H -2.13684 -0.91601 0.68541 -0.04 0.22 -0.30
H 1.44577 -2.58922 -2.30125 -0.10 0.03 0.24
H 0.31918 -3.34214 -1.07462 0.28 0.19 -0.08
H -0.22090 -3.10645 -2.71950 0.04 0.41 -0.01
C 4.70261 5.39196 5.32895 0.02 -0.26 0.06
C 3.42137 5.73483 4.59681 0.27 0.34 0.26
O 2.93468 4.61832 3.83936 -0.16 -0.03 -0.08
C 2.31623 3.66910 4.54735 0.13 -0.01 -0.04
O 2.12515 3.68108 5.73560 -0.03 0.01 -0.10
O 1.95668 2.69508 3.70662 -0.03 0.09 0.01
C 1.35406 1.56115 4.34086 -0.25 -0.16 0.16
H 5.44676 5.00215 4.63270 0.01 0.13 -0.04
H 5.10743 6.27552 5.82352 -0.01 0.01 -0.04
H 4.53092 4.62464 6.08324 -0.07 0.07 0.03
H 3.61190 6.52877 3.87578 -0.10 -0.17 -0.18
H 2.65150 6.09384 5.28069 -0.04 -0.19 0.02
H 0.51616 1.85738 4.96986 0.15 0.11 0.10
H 2.09814 1.02260 4.92680 -0.05 0.06 0.09
H 0.98950 0.90658 3.55899 0.13 0.26 0.04
C -3.60668 -1.10574 -5.30503 -0.22 -0.02 -0.21
C -4.23535 -1.20854 -3.93065 0.51 -0.07 -0.10
O -5.53696 -0.59951 -3.90589 -0.17 -0.05 0.10
C -6.51938 -1.31818 -4.44819 0.13 0.11 -0.05
O -6.41515 -2.41639 -4.93248 -0.07 0.06 0.07
O -7.64694 -0.60227 -4.37378 0.05 -0.06 0.04
C -8.77216 -1.22021 -4.99881 -0.28 -0.03 -0.08
H -3.59148 -0.06758 -5.64038 0.11 0.02 0.10
H -2.58558 -1.48813 -5.28595 0.00 0.04 0.05
H -4.17368 -1.67549 -6.04139 0.03 -0.08 0.06
H -3.62878 -0.66338 -3.21185 -0.24 0.11 0.06
H -4.29201 -2.24294 -3.59023 -0.18 0.01 -0.08
H -8.92691 -2.23012 -4.62348 0.12 -0.02 -0.07
H -8.63890 -1.23257 -6.08025 0.04 -0.13 0.03
H -9.64530 -0.61847 -4.75863 0.15 0.13 0.09
```
Forces are in eV/Å.

The total charge is 0. The HOMO-LUMO gap comes out at 10.45 eV. Its spin multiplicity is 1. The value obtained for the energy above the lowest of the compared OMol25 structures with the same formula, charge and spin is 32.3 kcal/mol.



Entry 4:
ORCA calculation (ωB97M-V/def2-TZVPD) on C16H31NOP2Ti as an isolated structure in a non-equilibrium geometry.

The geometry in XYZ format:
```
52
Properties=species:S:1:pos:R:3:forces:R:3
P 0.73502 -2.35362 -1.36497 -1.46 0.79 -1.78
P 0.98449 0.24097 -1.62451 -0.89 2.74 -3.27
C -0.10783 -1.80837 -2.84614 -0.35 0.02 -0.92
C 0.69964 -0.60336 -3.29879 0.13 0.24 0.34
H -1.14839 -1.53689 -2.58151 0.45 -0.11 0.02
H -0.15514 -2.66819 -3.53368 0.00 0.23 0.11
H 1.63885 -0.84054 -3.78875 0.08 -0.34 -0.07
H 0.12277 0.04687 -3.97065 0.26 -0.30 0.26
C -0.50364 1.33725 -2.00701 -0.80 -0.03 0.50
H -0.60774 2.15638 -1.28625 -0.05 -0.46 -0.17
H -1.43179 0.75894 -2.05772 0.12 0.25 0.21
H -0.34673 1.79288 -2.99291 0.20 -0.32 0.30
C 2.07337 1.65509 -2.16287 0.81 -0.33 0.52
H 1.59662 2.15220 -3.02042 0.21 -0.37 0.33
H 3.05488 1.27950 -2.46239 0.05 0.30 0.19
H 2.15150 2.38884 -1.34446 0.16 -0.34 -0.28
C -0.38591 -3.82680 -0.91490 0.55 -0.90 0.27
H 0.01753 -4.50735 -0.09551 -0.95 0.18 -0.97
H -0.52442 -4.40766 -1.82520 0.10 -0.27 0.05
H -1.38451 -3.47361 -0.58605 0.76 0.15 -0.01
C 2.41911 -3.02322 -1.87543 0.01 -1.13 0.55
H 3.09618 -2.29240 -2.30623 -0.19 0.55 0.24
H 2.38086 -3.84150 -2.60114 -0.26 -0.08 0.21
H 2.98980 -3.43514 -0.97224 0.18 0.26 -1.26
Ti 1.59660 -3.15256 0.42404 -0.68 0.01 6.10
C -0.71203 2.47420 3.47387 -0.43 1.30 0.37
C -1.51528 3.45935 3.01553 0.40 0.34 0.85
C -2.52860 3.49201 1.90498 -0.03 0.12 -0.36
C -3.37658 2.22629 1.58324 0.65 1.45 -0.24
C -2.68898 1.29643 0.63114 -0.41 -1.35 -0.28
C -1.42822 0.82817 0.63877 -1.01 0.67 0.37
C -0.22021 1.54620 1.12781 0.71 -0.62 0.91
C 0.08517 1.54876 2.63549 -0.09 -0.46 -0.50
C 3.05824 -2.15694 1.37905 -0.97 -0.16 -0.13
H -0.40582 2.51144 4.53567 0.34 0.43 -0.77
H -1.44116 4.46099 3.50545 -0.66 -1.22 0.48
H -2.05568 3.83865 0.97069 -0.37 0.13 0.09
H -3.24813 4.26153 2.22419 0.31 -0.12 -0.32
H -3.71689 1.72621 2.50467 0.42 -0.08 -0.31
H -4.29566 2.61303 1.12188 0.23 -0.26 -0.05
H -3.36054 0.92872 -0.16334 0.12 -0.63 0.74
H -1.15358 -0.11050 0.15645 -0.53 0.13 -0.63
H -0.14780 2.55091 0.69304 -0.04 -0.10 0.33
H 0.59620 0.94460 0.69009 0.33 0.41 0.06
H 0.09346 0.52068 3.00868 0.06 -0.04 0.04
H 1.10558 1.95452 2.73656 -0.11 -0.33 0.08
H 3.31221 -1.25447 0.80852 0.36 -0.13 0.38
H 3.85791 -2.88232 1.56893 0.27 0.38 0.03
H 2.43923 -1.94972 2.29650 1.13 0.05 -0.77
O -1.12323 -1.81410 3.50694 2.18 -1.37 -2.39
C -0.40204 -2.28303 2.68622 -3.28 1.95 3.47
N 0.31126 -2.76934 1.85469 1.97 -1.26 -2.96
```
Forces are in eV/Å.

The total charge is +2. The HOMO-LUMO gap comes out at 3.62 eV. Its spin multiplicity is 1. The value obtained for the energy above the lowest of the compared OMol25 structures with the same formula, charge and spin is 82.7 kcal/mol.